1.
17
Properties=species:S:1:pos:R:3:nbo_charge:R:1 method="wB97M-V/def2-TZVPD" homo_lumo_gap_ev=10.259 homo_ev=-14.0 total_charge=+1 e_tot_ha=-268.1776 smiles=CN1C[C@@]1(C)[NH3+]
C -1.951 -0.388 -0.657 -0.4306
N -1.007 0.620 -0.264 -0.3525
C -0.541 0.833 1.096 -0.2362
C 0.376 0.305 0.006 0.2729
C 1.562 1.001 -0.554 -0.6642
N 0.836 -1.234 0.255 -0.7465
H -1.534 -0.936 -1.497 0.1991
H -2.143 -1.006 0.157 0.1824
H -2.964 -0.009 -0.865 0.2512
H -0.812 0.166 1.906 0.1825
H -0.653 1.751 1.510 0.2285
H 2.050 0.627 -1.504 0.2451
H 2.322 0.748 0.274 0.2129
H 1.621 2.096 -0.576 0.2866
H 0.328 -1.648 -0.505 0.4403
H 0.636 -1.637 1.224 0.4674
H 1.874 -1.288 -0.005 0.4612

2.
22
Properties=species:S:1:pos:R:3:nbo_charge:R:1 method="wB97M-V/def2-TZVPD" homo_lumo_gap_ev=9.943 homo_ev=-9.5 total_charge=0 e_tot_ha=-496.4482 smiles=c1ccncc1.c1ccncc1
C 0.730 -0.414 -0.304 -0.1680
C 1.720 -1.307 -0.099 -0.3027
C 3.039 -1.010 -0.044 0.0234
N 3.493 0.274 0.074 -0.4104
C 2.457 1.195 0.140 0.0198
C 1.130 0.917 -0.306 -0.2789
H -0.339 -0.721 -0.897 0.2518
H 1.507 -2.320 -0.229 0.2142
H 4.047 -1.662 -0.057 0.2193
H 2.741 2.208 0.258 0.1890
H 0.295 1.681 -0.449 0.2225
C -1.546 0.969 1.015 -0.1583
C -1.909 1.346 -0.235 -0.2908
C -2.232 0.457 -1.088 -0.0088
N -2.577 -0.906 -0.856 -0.4072
C -2.393 -1.238 0.385 0.0410
C -1.880 -0.323 1.335 -0.2550
H -1.226 1.665 1.851 0.2388
H -1.664 2.327 -0.729 0.2301
H -2.342 0.644 -2.193 0.2110
H -2.517 -2.276 0.768 0.1978
H -1.608 -0.669 2.354 0.2215

3.
50
Properties=species:S:1:pos:R:3:lowdin_charge:R:1 method="wB97M-V/def2-TZVPD" homo_lumo_gap_ev=6.633 homo_ev=-4.2 total_charge=-1 e_tot_ha=-4230.1919
Sc -1.512 0.608 1.436 1.0843
O -4.846 0.204 1.291 0.0119
C -3.864 -0.441 2.046 -0.6276
O -2.843 -0.923 1.341 -0.1850
C -3.936 -0.352 3.381 0.0309
O -1.635 1.245 3.454 -0.3381
C -1.921 2.583 3.617 -0.2857
C -2.549 3.163 2.352 -0.5916
O -3.215 4.177 2.303 0.0399
O -2.207 2.444 1.301 -0.1299
H -4.409 0.822 0.689 0.0874
H -3.345 -1.047 3.963 0.0565
H -4.789 0.138 3.826 0.0597
H -1.000 3.169 3.803 0.1117
H -2.609 2.834 4.439 0.1111
N -0.118 -0.850 2.654 0.1219
C -0.072 -2.039 2.357 -0.2513
H 0.519 -0.461 3.340 0.1110
O 0.495 1.242 0.460 -0.0572
C -0.077 1.239 -0.666 -0.6254
O -1.230 0.756 -0.819 -0.0520
C 0.645 1.804 -1.851 -0.1210
C 0.005 1.862 -3.079 -0.0062
C 0.646 2.378 -4.209 0.0155
C 1.935 2.816 -4.036 -0.2172
O 2.776 3.364 -4.973 0.0223
C 4.000 3.633 -4.294 -0.1475
O 3.848 3.269 -2.929 0.0241
C 2.573 2.758 -2.810 -0.1995
C 1.960 2.262 -1.693 0.0804
H -1.012 1.498 -3.140 0.1194
H 0.156 2.435 -5.171 0.1155
H 4.223 4.701 -4.364 0.1323
H 4.800 3.039 -4.744 0.1315
H 2.438 2.220 -0.725 0.1317
C 2.825 -3.931 0.822 -0.2277
Ge 0.962 -3.645 0.307 0.7939
C 0.224 -5.281 -0.457 -0.2270
C 0.825 -2.153 -0.925 -0.1973
C -0.094 -3.256 1.912 -0.1500
H 3.417 -4.243 -0.040 0.0139
H 2.903 -4.698 1.593 0.0139
H 3.247 -3.005 1.213 0.0168
H 0.768 -5.557 -1.361 0.0148
H -0.825 -5.135 -0.716 0.0219
H 0.294 -6.107 0.252 0.0154
H 1.157 -2.448 -1.921 0.0246
H 1.445 -1.320 -0.587 0.0247
H -0.204 -1.800 -0.994 0.0300
H -0.773 -3.972 2.354 0.0683

4.
113
Properties=species:S:1:pos:R:3:lowdin_charge:R:1 method="wB97M-V/def2-TZVPD" homo_lumo_gap_ev=5.864 homo_ev=-7.9 total_charge=0 e_tot_ha=-2647.8417 smiles="C#Cc1ccc(CCCCCOC)c2c1C(=O)c1c(Cc3ccccc3)cc(CC(=O)F)cc1C2=O.c1cc[nH]c1.c1cc[nH]c1.c1cc[nH]c1.c1cc[nH]c1.c1cc[nH]c1"
C -2.480 -5.057 -0.294 0.0680
C -1.427 -4.109 -0.142 -0.0600
C -0.653 -2.684 0.261 -0.0899
C 0.708 -2.716 1.214 -0.0058
C 1.509 -1.311 1.638 0.0168
C 0.954 0.185 1.146 -0.0696
C 1.727 1.552 1.613 -0.1716
C 2.845 2.117 0.555 -0.2036
C 3.126 1.152 -0.741 -0.2069
C 4.172 -0.107 -0.401 -0.1620
C 4.003 -1.358 -1.474 -0.2057
O 2.948 -2.317 -1.105 -0.2794
C 3.514 -3.547 -0.518 -0.1231
C -0.402 0.180 0.220 0.0199
C -1.223 -1.202 -0.244 0.0296
C -2.609 -1.032 -1.164 -0.1579
O -2.895 -1.816 -2.216 -0.0487
C -3.588 0.238 -0.687 0.0278
C -5.222 0.110 -0.692 -0.0733
C -6.070 -1.202 -1.189 -0.1617
C -7.049 -1.862 -0.035 -0.1393
C -7.980 -3.157 -0.539 -0.0406
C -9.001 -3.995 0.442 -0.0702
C -9.085 -3.496 2.020 -0.0734
C -8.176 -2.198 2.516 -0.0664
C -7.155 -1.356 1.527 -0.0287
C -6.071 1.430 -0.144 0.0393
C -5.300 2.818 0.378 -0.1099
C -6.091 4.154 0.921 -0.0971
C -6.430 4.148 2.526 -0.1692
O -5.589 3.797 3.510 0.0074
F -7.790 4.618 2.961 -0.0510
C -3.635 2.907 0.322 0.0554
C -2.771 1.617 -0.213 -0.0066
C -1.101 1.606 -0.307 -0.1803
O -0.403 2.639 -0.803 -0.0383
H -3.394 -5.820 -0.341 0.0694
H 1.126 -3.761 1.611 0.1082
H 2.457 -1.403 2.332 0.0919
H 0.915 2.409 1.745 0.1075
H 2.281 1.395 2.651 0.1204
H 3.837 2.341 1.135 0.1142
H 2.441 3.149 0.139 0.0993
H 2.161 0.784 -1.302 0.1138
H 3.722 1.822 -1.529 0.1188
H 5.265 0.331 -0.596 0.1218
H 4.015 -0.418 0.718 0.0886
H 3.701 -0.901 -2.516 0.1322
H 5.043 -1.924 -1.606 0.1306
H 4.001 -3.287 0.518 0.0872
H 2.585 -4.255 -0.282 0.0959
H 4.215 -4.156 -1.230 0.0914
H -5.431 -2.066 -1.651 0.1116
H -6.804 -0.818 -2.048 0.1357
H -7.900 -3.501 -1.673 0.0903
H -9.657 -4.904 0.086 0.0828
H -9.789 -4.086 2.746 0.0761
H -8.304 -1.891 3.650 0.0814
H -6.518 -0.426 1.899 0.0901
H -7.251 1.440 -0.081 0.1143
H -7.114 4.305 0.336 0.1360
H -5.396 5.100 0.704 0.1435
H -3.090 3.880 0.687 0.1098
C 5.486 -7.566 -4.143 -0.1199
C 4.347 -8.365 -3.882 -0.1186
C 3.327 -7.517 -3.509 -0.1409
N 3.813 -6.236 -3.532 -0.0011
C 5.126 -6.255 -3.923 -0.1496
H 6.462 -7.910 -4.459 0.0896
H 4.278 -9.442 -3.957 0.0900
H 2.302 -7.716 -3.230 0.1068
H 3.284 -5.405 -3.299 0.1387
H 5.692 -5.337 -4.009 0.1030
C 2.633 6.669 1.787 -0.1378
C 1.634 5.721 1.462 -0.1164
C 1.179 6.021 0.198 -0.1303
N 1.864 7.120 -0.250 0.0133
C 2.757 7.519 0.710 -0.1446
H 3.202 6.726 2.706 0.0994
H 1.285 4.906 2.083 0.0875
H 0.426 5.548 -0.420 0.1061
H 1.733 7.566 -1.148 0.1520
H 3.402 8.372 0.546 0.1134
C -2.039 -5.960 -5.151 -0.1248
C -0.906 -5.170 -5.459 -0.1244
C -1.145 -3.903 -4.975 -0.1395
N -2.385 -3.900 -4.390 0.0106
C -2.935 -5.152 -4.488 -0.1497
H -2.185 -7.007 -5.386 0.0871
H -0.011 -5.491 -5.977 0.0871
H -0.541 -3.006 -4.998 0.1054
H -2.824 -3.100 -3.954 0.1038
H -3.915 -5.359 -4.080 0.1008
C 0.284 10.847 4.522 -0.1219
C 1.683 10.928 4.720 -0.1217
C 2.263 9.933 3.966 -0.1460
N 1.263 9.250 3.324 0.0100
C 0.053 9.804 3.653 -0.1407
H -0.473 11.481 4.965 0.0888
H 2.211 11.638 5.344 0.0888
H 3.299 9.652 3.832 0.1025
H 1.397 8.462 2.704 0.0977
H -0.867 9.409 3.243 0.1038
C 6.961 -3.341 1.924 -0.1166
C 8.094 -2.551 1.616 -0.1116
C 7.855 -1.284 2.100 -0.1409
N 6.615 -1.281 2.685 -0.0006
C 6.065 -2.533 2.587 -0.1625
H 6.815 -4.388 1.689 0.0942
H 8.989 -2.872 1.098 0.0927
H 8.459 -0.387 2.077 0.1058
H 6.176 -0.481 3.121 0.1455
H 5.085 -2.740 2.996 0.0987